Entry from the OMol25 dataset: 3 unconnected molecules or ions with the total composition C25H46F9N3O12P2S4 (ωB97M-V/def2-TZVPD).

Values from the calculation:
Molecular weight (g mol⁻¹): 941.85
HOMO-LUMO gap (eV): 7.83
HOMO level (eV): -8.51
E_LUMO (eV): -0.7
SMILES string: CCP(CC)[C@]1(C(F)(F)C(F)(F)C(F)(F)C(F)(F)F)C[C@](CCCCNC(C)=O)(CON=O)[C@](N)([PH2]=S)OS1(=O)=O.CCOS(C)(=O)=O.CCOS(C)(=O)=O
Total charge: 0

Geometry as XYZ:
```
101
C25H46F9N3O12P2S4, DFT ωB97M-V/def2-TZVPD
C -1.930 3.647 -2.080
C -1.707 2.115 -1.552
P -0.925 2.192 0.115
C -1.317 3.690 1.166
C -0.357 4.902 0.639
C -0.553 0.608 1.045
C -1.696 0.272 2.161
F -1.779 1.318 3.137
F -1.346 -0.874 2.945
C -3.153 -0.004 1.596
F -3.544 -1.316 1.992
F -3.256 -0.037 0.185
C -4.314 0.963 2.099
F -4.070 2.336 1.820
F -5.446 0.650 1.291
C -4.791 0.787 3.608
F -4.932 2.089 4.150
F -3.972 0.038 4.433
F -6.077 0.203 3.649
C 0.715 1.016 2.004
C 2.138 0.534 1.473
C 3.289 0.778 2.597
C 3.109 2.121 3.441
C 3.236 3.487 2.625
C 4.771 4.001 2.484
N 5.421 3.549 1.215
C 5.152 4.484 0.124
C 3.818 4.565 -0.727
O 6.091 5.266 -0.191
C 2.443 1.255 0.081
O 3.852 1.438 -0.223
N 4.186 0.613 -1.269
O 5.375 0.705 -1.378
C 2.047 -1.089 1.360
N 1.457 -1.736 2.564
P 3.826 -1.840 1.187
S 3.751 -3.178 -0.263
O 1.329 -1.549 0.204
S -0.197 -0.896 0.036
O -1.144 -2.053 0.312
O -0.331 -0.673 -1.458
H -0.956 4.163 -2.342
H -2.639 3.538 -2.976
H -2.540 4.193 -1.283
H -0.967 1.673 -2.312
H -2.716 1.619 -1.681
H -1.099 3.607 2.274
H -2.384 4.085 1.004
H 0.054 4.681 -0.410
H -0.882 5.906 0.647
H 0.577 4.927 1.313
H 0.774 2.163 2.085
H 0.601 0.642 3.067
H 3.264 -0.084 3.362
H 4.337 0.775 2.165
H 3.958 2.132 4.219
H 2.148 2.039 4.066
H 2.700 3.509 1.627
H 2.728 4.294 3.271
H 5.375 3.799 3.425
H 4.678 5.150 2.416
H 6.439 3.579 1.409
H 3.908 5.511 -1.371
H 2.866 4.689 -0.121
H 3.679 3.686 -1.441
H 1.921 2.278 0.044
H 1.996 0.679 -0.812
H 0.774 -2.437 2.237
H 2.188 -2.235 3.088
H 4.779 -0.851 0.781
H 4.209 -2.571 2.360
C -3.498 -4.014 0.567
C -2.452 -5.110 0.623
O -2.960 -6.295 1.242
S -3.920 -7.264 0.377
C -3.868 -8.656 1.471
O -3.252 -7.613 -0.848
O -5.253 -6.725 0.388
H -4.310 -4.282 -0.112
H -3.058 -3.080 0.217
H -3.942 -3.852 1.553
H -2.058 -5.332 -0.373
H -1.611 -4.772 1.234
H -2.848 -9.036 1.509
H -4.539 -9.417 1.075
H -4.203 -8.341 2.458
C -1.678 -2.197 -4.172
C -0.213 -2.074 -4.547
O -0.019 -2.230 -5.955
S -0.368 -0.986 -6.922
C 0.427 -1.608 -8.376
O 0.345 0.178 -6.465
O -1.788 -0.962 -7.153
H -2.256 -1.358 -4.567
H -1.799 -2.209 -3.087
H -2.109 -3.111 -4.589
H 0.206 -1.125 -4.201
H 0.350 -2.872 -4.058
H 1.497 -1.679 -8.190
H 0.232 -0.910 -9.189
H 0.008 -2.585 -8.616
```

=====

Entry from the OMol25 dataset: 3 unconnected molecules or ions with the total composition C25H46NO9 (ωB97M-V/def2-TZVPD).

Values from the calculation:
Molecular weight (g mol⁻¹): 504.64
HOMO-LUMO gap (eV): 3.98
HOMO level (eV): -1.59
E_LUMO (eV): 2.4
Total charge: -1

Geometry as XYZ:
```
81
C25H46NO9, DFT ωB97M-V/def2-TZVPD
C 3.594 1.124 0.233
C 3.138 -0.360 -0.268
O 1.754 -0.630 0.038
C 1.543 -1.985 0.506
C 0.407 -2.764 -0.370
O -0.779 -1.950 -0.303
C -1.995 -2.803 -0.156
C -2.900 -2.409 -1.422
C -3.405 -0.876 -1.468
C -2.408 0.120 -2.282
C -2.555 1.672 -1.783
N -1.733 1.827 -0.532
C -0.379 2.390 -0.391
C 0.111 2.320 1.077
C -1.051 1.677 1.929
C -2.095 1.454 0.814
C -2.635 -2.333 1.242
C -4.205 -2.597 1.409
O -4.661 -1.707 2.504
C -5.801 -0.923 2.097
C -5.811 0.407 3.046
H 3.830 1.101 1.361
H 4.614 1.310 -0.286
H 2.852 1.939 -0.056
H 3.889 -1.082 0.200
H 3.232 -0.312 -1.425
H 1.080 -1.892 1.566
H 2.469 -2.657 0.479
H 0.246 -3.842 -0.031
H 0.806 -2.711 -1.462
H -2.362 -2.707 -2.393
H -3.853 -3.061 -1.368
H -4.388 -0.880 -2.089
H -3.691 -0.442 -0.446
H -2.706 0.140 -3.400
H -1.317 -0.200 -2.176
H -2.037 2.347 -2.565
H -3.649 1.966 -1.621
H 0.272 2.837 -1.209
H 1.095 2.655 1.541
H -1.090 1.439 3.049
H -3.106 0.979 1.102
H -2.374 -1.240 1.464
H -2.109 -2.959 2.067
H -4.390 -3.665 1.775
H -4.838 -2.392 0.482
H -6.767 -1.514 2.341
H -5.764 -0.532 1.025
H -6.321 1.282 2.482
H -4.709 0.736 3.160
H -6.309 0.229 4.056
C 1.776 -0.647 -4.297
C 1.506 -0.278 -5.743
O 1.942 -1.320 -6.626
C 1.109 -2.366 -6.743
O 0.044 -2.492 -6.190
O 1.676 -3.262 -7.571
C 0.924 -4.464 -7.723
H 2.826 -0.920 -4.159
H 1.536 0.186 -3.633
H 1.182 -1.512 -3.992
H 2.079 0.616 -6.004
H 0.450 -0.043 -5.908
H -0.109 -4.253 -8.009
H 0.955 -5.042 -6.797
H 1.387 -5.052 -8.516
C 4.196 5.459 6.508
C 5.199 4.833 5.558
O 5.059 3.408 5.537
C 4.053 2.937 4.779
O 3.286 3.601 4.123
O 4.035 1.600 4.893
C 2.959 0.973 4.194
H 4.267 5.002 7.499
H 4.368 6.534 6.599
H 3.172 5.303 6.159
H 6.213 5.044 5.908
H 5.113 5.248 4.550
H 2.930 1.284 3.148
H 2.012 1.199 4.688
H 3.118 -0.106 4.226
```

=====

Entry from the OMol25 dataset: a molecular structure, C25H47AuCl2NO3P2S (ωB97M-V/def2-TZVPD).

Values from the calculation:
Molecular weight (g mol⁻¹): 771.54
HOMO-LUMO gap (alpha / beta) (eV): 6.59 / 4.79
Multiplicity: 3
HOMO level (alpha / beta) (eV): -4.12 / -4.06
E_LUMO (alpha / beta) (eV): 2.5 / 0.7
Total charge: -1

Geometry as XYZ:
```
82
C25H47AuCl2NO3P2S, DFT ωB97M-V/def2-TZVPD
Au -0.810 -1.165 -0.354
Cl -0.353 -0.162 -2.536
P -2.971 -1.192 -1.084
C -3.209 -2.073 -2.685
C -3.702 -2.098 0.376
C -3.511 0.551 -1.341
C -2.120 -3.101 -3.049
H -3.161 -1.279 -3.452
C -4.602 -2.704 -2.639
H -4.605 -3.547 -1.933
H -4.877 -3.079 -3.633
H -5.370 -1.990 -2.321
H -1.177 -2.594 -3.279
H -2.420 -3.673 -3.939
H -1.932 -3.812 -2.232
H -2.950 0.863 -2.247
C -3.108 1.485 -0.204
C -5.027 0.565 -1.585
H -5.286 0.081 -2.537
H -5.403 1.593 -1.616
H -5.534 0.032 -0.770
H -2.044 1.395 0.093
H -3.685 1.301 0.705
H -3.243 2.537 -0.493
C -2.957 -3.434 0.587
H -4.770 -2.308 0.165
C -3.620 -1.258 1.665
H -2.955 -4.076 -0.303
H -3.433 -3.993 1.407
H -1.913 -3.245 0.871
H -2.602 -0.897 1.886
H -3.924 -1.875 2.525
H -4.287 -0.386 1.633
Cl 0.430 -2.090 1.430
H -0.010 -2.389 -1.228
P 2.863 -0.217 -0.900
C 3.147 1.317 -1.871
C 3.770 -0.184 0.761
C 3.287 -1.647 -1.979
C 2.010 2.318 -1.583
H 3.076 1.034 -2.939
C 4.525 1.900 -1.563
H 4.543 2.279 -0.534
H 4.736 2.743 -2.232
H 5.325 1.168 -1.696
H 1.044 1.899 -1.898
H 2.179 3.264 -2.118
H 1.935 2.554 -0.514
H 2.644 -1.468 -2.866
C 2.895 -3.036 -1.423
C 4.767 -1.508 -2.343
H 4.942 -0.613 -2.953
H 5.109 -2.374 -2.927
H 5.391 -1.457 -1.438
H 2.164 -2.949 -0.606
H 3.768 -3.605 -1.076
H 2.416 -3.628 -2.219
C 2.965 0.739 1.700
H 4.780 0.223 0.599
C 3.872 -1.584 1.375
H 2.915 1.781 1.353
H 3.414 0.747 2.703
H 1.937 0.346 1.785
H 2.854 -1.972 1.536
H 4.365 -1.528 2.351
H 4.435 -2.288 0.758
O -1.162 0.420 3.030
C -0.814 1.569 2.681
N -1.011 2.127 1.446
S -0.690 3.710 1.311
O 0.365 3.989 0.366
O -1.873 4.535 1.262
C 0.038 3.767 2.931
C 0.722 4.838 3.493
C 1.272 4.657 4.765
C 1.166 3.408 5.411
C 0.499 2.335 4.790
C -0.064 2.529 3.527
H 0.806 5.768 2.941
H 1.788 5.476 5.253
H 1.603 3.284 6.407
H 0.423 1.352 5.258
```

=====

Entry from the OMol25 dataset: a molecular structure, C25H47Br2NNdO3Si2 (ωB97M-V/def2-TZVPD).

Values from the calculation:
Molecular weight (g mol⁻¹): 769.88
HOMO-LUMO gap (alpha / beta) (eV): 7.22 / 7.24
Multiplicity: 4
HOMO level (alpha / beta) (eV): -10.03 / -10.04
E_LUMO (alpha / beta) (eV): -2.8 / -2.8
Total charge: +1
Energy above the lowest of the compared OMol25 structures with the same formula, charge and spin (eV): 2.346

Geometry as XYZ:
```
81
C25H47Br2NNdO3Si2, DFT ωB97M-V/def2-TZVPD
O 3.030 -0.180 -0.902
O 1.930 -0.808 -2.972
C 3.356 0.905 0.018
C 3.120 0.703 1.495
H 2.779 1.780 -0.316
H 4.435 1.046 -0.126
H 2.064 0.423 1.658
H 3.323 1.651 2.022
H 3.866 0.000 1.889
C 2.891 -1.505 -0.308
C 4.197 -2.234 -0.307
H 2.133 -2.042 -0.897
H 2.478 -1.431 0.698
H 4.581 -2.374 -1.326
H 4.065 -3.227 0.125
H 4.945 -1.727 0.295
C 1.409 -1.852 -3.905
C 3.007 -0.037 -3.654
C 1.887 -3.173 -3.398
H 1.892 -1.539 -4.862
H 0.309 -1.822 -3.966
H 2.986 -3.174 -3.292
H 1.557 -4.011 -4.036
H 1.477 -3.351 -2.399
C 4.250 -0.833 -3.972
H 3.178 0.786 -2.981
H 2.584 0.268 -4.621
H 4.742 -1.267 -3.086
H 4.951 -0.090 -4.365
H 4.091 -1.558 -4.771
H 1.822 -0.570 -1.947
Nd -1.840 0.224 0.161
C 0.283 0.122 -1.234
Si -0.431 1.389 -2.409
H -0.311 -0.796 -1.372
H 0.542 0.339 -0.180
C 0.741 2.826 -2.444
C -2.190 1.986 -1.917
C -0.629 0.802 -4.208
C -1.077 2.237 1.215
Si -2.587 2.749 2.150
H -0.664 3.137 0.685
H -0.261 1.869 1.869
C -3.771 3.661 1.016
C -2.191 3.800 3.643
C -3.489 1.193 2.738
H -1.227 1.509 -4.823
H -1.152 -0.170 -4.266
H 0.340 0.689 -4.703
H 0.628 3.448 -1.548
H 0.570 3.424 -3.345
H 1.771 2.451 -2.469
H -2.236 2.387 -0.878
H -3.033 1.267 -2.085
H -2.375 2.864 -2.548
H -1.485 4.615 3.430
H -1.751 3.170 4.430
H -3.115 4.252 4.029
H -2.918 0.675 3.520
H -3.736 0.437 1.963
H -4.446 1.476 3.205
H -4.537 4.110 1.660
H -4.293 2.983 0.326
H -3.303 4.468 0.436
Br 0.950 0.397 4.505
C -0.319 -0.982 4.114
C -0.817 -1.752 5.172
C -1.880 -2.618 5.019
Br -2.610 -3.560 6.534
C -2.556 -2.689 3.769
C -3.708 -3.462 3.558
C -4.358 -3.373 2.374
C -3.862 -2.566 1.349
N -2.715 -1.834 1.479
C -2.016 -1.961 2.651
C -0.798 -1.177 2.777
O -0.330 -0.614 1.683
H -0.396 -1.650 6.177
H -4.012 -4.159 4.355
H -5.310 -3.908 2.226
H -4.423 -2.443 0.419
```

=====

F_max list, top to bottom, in eV Å⁻¹: 8.91, 6.50, 3.51, 3.46